Record 1
A molecular structure, C5H8N3 in a non-equilibrium geometry, computed with wB97M-V/def2-TZVPD.

Each line ends with the Löwdin charge.
Atoms and positions in Å:
C1 -0.52986 0.91454 -1.00483  -0.008
C2 1.33855 1.07825 0.53882  -0.101
N1 0.04365 1.10554 0.31678  0.065
H1 3.27759 0.34242 0.21982  0.236
H2 -2.87819 -0.56673 0.17968  0.079
N2 2.03318 -0.90930 -0.60414  0.158
H3 1.81955 1.98884 1.04593  0.183
C3 -1.94194 -0.66327 0.64564  0.008
H4 -1.87747 -0.14288 1.59572  0.103
C4 0.23443 -1.33598 -0.37780  0.233
H5 0.19969 0.92929 -1.74499  0.113
C5 -0.71197 -0.34755 -0.16954  -0.322
H6 0.12757 -2.35388 -0.40364  0.081
H7 -1.91889 -1.72855 1.01483  0.117
H8 -1.42203 1.47011 -1.18695  0.140
N3 2.20614 0.21915 -0.06532  -0.084

Properties
Charge: +1
E_LUMO (spin up / spin down) (eV): -5.73 / -5.99
E_HOMO (spin up / spin down) (Ha): -0.5010 / -0.4929
HOMO-LUMO gap (spin up / spin down) (hartree): 0.291 / 0.273



Record 2
A single C5H8N3P molecule in a non-equilibrium geometry, computed with wB97M-V/def2-TZVPD.

Each line ends with the Löwdin spin population.
Atoms and positions in Å:
H1 -1.96313 0.50331 0.13066  0.009
H2 -1.24347 1.59320 -1.75084  0.001
H3 -1.70833 -1.68019 1.35007  0.014
H4 0.12324 0.81726 -2.71651  0.004
H5 0.59927 -1.87759 2.69559  0.010
N1 0.54854 1.10430 1.87214  0.272
C1 -1.01848 -0.04813 0.21363  0.043
N2 1.12000 0.04124 2.03718  0.305
H6 0.57774 1.99652 -1.37432  0.016
H7 0.59476 -2.02214 -1.31999  0.002
C2 0.30047 -1.05461 2.04755  0.208
P1 1.53830 -1.07970 -1.03289  0.008
N3 0.19662 1.99387 1.25089  0.536
C3 -0.14822 1.20414 -1.66928  0.032
C4 -0.03805 0.12425 -0.65287  0.170
C5 -0.78846 -1.03036 1.23946  0.368
H8 1.30921 -0.58536 -2.32046  0.001

Properties
Multiplicity: 3
E_LUMO (spin up / spin down) (eV): 0.79 / -2.20
E_HOMO (spin up / spin down) (Ha): -0.2110 / -0.3308
HOMO-LUMO gap (spin up / spin down) (hartree): 0.240 / 0.250



Record 3
A molecular structure, C5H8N4 in a non-equilibrium geometry, computed with wB97M-V/def2-TZVPD.

Each line ends with the Löwdin charge.
Atoms and positions in Å:
N1 1.14906 -2.71062 -0.31682  0.027
C1 0.78805 -0.51288 -2.10454  -0.160
H1 0.85744 -1.60979 -2.23842  0.032
H2 -2.01437 2.63852 -0.76129  0.152
C2 0.49354 -1.60811 -0.06520  -0.278
H3 -1.37977 2.70657 1.46753  0.179
C3 -0.16081 0.83200 1.66160  -0.127
C4 -0.89275 0.90024 0.42867  -0.499
N2 -0.65108 0.47902 -0.66266  0.128
H4 -2.99496 1.66020 0.65367  0.072
C5 -1.93708 2.01064 0.35831  -0.056
H5 1.49596 -2.90222 -1.51665  0.155
H6 -0.03521 -1.72001 0.93247  0.127
N3 0.78418 1.10263 2.48673  0.172
N4 0.52627 -0.37512 -0.78096  -0.172
H7 -0.10185 -0.14256 -2.68547  0.090
H8 1.76818 0.16663 -2.60890  0.160

Properties
E_LUMO (eV): -0.53
E_HOMO (Ha): -0.3458
HOMO-LUMO gap (hartree): 0.326



Record 4
A single C5H8N4O molecule in a non-equilibrium geometry, computed with wB97M-V/def2-TZVPD.

Each line ends with the Löwdin charge.
Atoms and positions in Å:
H1 3.62057 0.35198 -1.30693  0.208
C1 1.28432 0.24455 0.88679  -0.069
N1 -3.35673 -0.87682 -0.33123  0.070
N2 3.47780 0.23632 -0.17290  0.103
C2 -1.90325 1.17707 -0.18744  -0.104
C3 -2.13796 -0.21855 -0.14366  -0.325
H2 4.05087 -0.04107 0.61315  0.097
H3 -0.60926 -1.77710 0.43170  0.128
H4 -3.25947 -1.85850 -0.56174  0.083
H5 1.58713 1.24578 1.22101  0.137
N3 -0.09160 0.30180 0.48346  -0.194
H6 -3.95710 -0.42197 -1.00900  0.083
C4 2.22739 -0.24778 -0.20655  -0.502
C5 -0.92311 -0.75229 0.25502  -0.024
H7 1.38276 -0.42499 1.75162  0.127
O1 1.84819 -0.36851 -1.39483  0.005
N4 -0.65799 1.46682 0.18347  0.074
H8 -2.58257 1.96324 -0.51195  0.105

Properties
SMILES string: NC(=O)Cn1cc(N)cn1
E_LUMO (eV): 0.57
E_HOMO (Ha): -0.2895
HOMO-LUMO gap (hartree): 0.310



Record 5
A single C5H8N4O3S molecule in a non-equilibrium geometry, computed with wB97M-V/def2-TZVPD.

Each line ends with the Löwdin charge.
Atoms and positions in Å:
C1 -2.37788 0.39280 -0.43816  -0.563
H1 -4.42073 0.71241 -0.11436  0.032
O1 0.31549 0.41327 2.27699  -0.276
C2 -3.65245 1.24416 -0.47352  0.007
O2 -2.12823 -0.52292 -1.18028  0.058
H2 -3.86838 1.45491 -1.49825  0.072
N1 4.08919 -0.33784 0.01201  0.028
C3 0.00382 -1.72593 0.74257  -0.087
O3 0.70406 0.61938 -0.19762  -0.163
N2 2.03123 0.26172 -0.26696  -0.089
H3 2.59895 -0.73661 1.46098  0.114
C4 2.95067 -0.25215 0.58346  -0.181
C5 2.75463 0.56042 -1.34942  -0.174
S1 -0.29198 0.04628 1.02415  0.796
N3 3.99535 0.20535 -1.24966  0.039
H4 -0.44896 -2.30224 1.65142  0.127
H5 -3.42299 2.23482 0.13416  0.132
H6 0.98056 -1.81793 0.77570  -0.035
H7 -0.52056 -2.01701 -0.24489  0.107
H8 2.34935 0.86790 -2.35689  0.156
N4 -1.64115 0.69920 0.70855  -0.101

Properties
SMILES string: CC(=O)N=[S@](C)(=O)On1cnnc1
E_LUMO (eV): 0.40
E_HOMO (Ha): -0.3831
HOMO-LUMO gap (hartree): 0.398



Record 6
A gas-phase ion, C5H8N5O (charge +1) in a non-equilibrium geometry, computed with wB97M-V/def2-TZVPD.

Each line ends with the Löwdin charge.
Atoms and positions in Å:
H1 0.72689 3.00381 -0.48232  0.156
C1 -1.45618 0.52035 -0.04504  -0.332
H2 -1.36395 2.40253 -1.00044  0.160
N1 1.63018 0.49574 0.81125  0.023
N2 -2.66842 0.21875 -0.64360  0.137
N3 -2.07710 -1.36330 0.71426  0.114
C2 -2.98321 -0.92813 -0.22321  -0.140
H3 -2.05883 -2.13006 1.26657  0.127
H4 -4.04694 -1.37272 -0.43553  0.180
C3 1.20130 1.71768 0.92038  0.004
C4 -0.81677 1.71037 -0.37083  0.065
H5 2.44067 0.31534 1.37226  0.137
N4 -1.16731 -0.42445 0.78894  0.133
N5 0.36509 2.18980 -0.05887  0.093
H6 1.98842 -2.29810 -0.74502  0.108
H7 3.28348 -1.40514 0.36439  0.124
H8 3.00393 -0.91784 -1.45211  0.105
O1 1.46437 -0.39442 -0.25983  -0.171
C5 2.53439 -1.34021 -0.52124  -0.024

Properties
Charge: +1
E_LUMO (spin up / spin down) (eV): -5.16 / -5.16
E_HOMO (spin up / spin down) (Ha): -0.4867 / -0.4866
HOMO-LUMO gap (spin up / spin down) (hartree): 0.297 / 0.297



Record 7
A single C5H8N8O molecule in a non-equilibrium geometry, computed with wB97M-V/def2-TZVPD.

Each line ends with the Löwdin charge.
Atoms and positions in Å:
H1 2.11483 1.86817 -2.30695  0.069
N1 1.27801 -1.79968 -0.41378  -0.014
H2 1.05043 -2.55865 0.23776  0.137
O1 -2.09344 0.37836 1.77308  0.011
N2 -0.80536 1.55418 0.29141  0.193
N3 -3.50696 -2.88284 1.36111  0.150
N4 0.93707 0.44217 -0.84533  0.173
H3 2.19298 3.53565 -1.98686  0.083
N5 -0.31629 -0.67943 0.74565  0.189
H4 2.19665 -2.34893 -2.19159  0.082
C1 0.16027 1.47922 -0.61901  -0.399
H5 2.91971 -1.06532 -1.38512  0.054
C2 -2.36940 -0.81572 2.55003  -0.144
N6 0.43848 2.62320 -1.35547  -0.018
N7 2.44095 -1.94578 -1.27284  0.023
C3 0.60263 -0.60967 -0.16094  -0.435
C4 -3.04469 -1.93162 1.84947  -0.173
H6 -0.30023 3.33941 -1.30422  0.144
H7 -1.41664 -1.19748 2.99449  0.138
C5 -1.05958 0.41187 0.91522  -0.393
H8 -2.98635 -0.54803 3.38925  0.120
N8 1.56694 2.75092 -2.26536  0.012

Properties
SMILES string: N#CCOc1nc(NN)nc(NN)n1
E_LUMO (eV): 0.71
E_HOMO (Ha): -0.3195
HOMO-LUMO gap (hartree): 0.346



Record 8
A gas-phase ion, C5H8NO (charge -1) in a non-equilibrium geometry, computed with wB97M-V/def2-TZVPD.

Each line ends with the Löwdin charge.
Atoms and positions in Å:
H1 1.23773 -1.75337 -1.11397  0.056
H2 -1.51950 1.79117 -0.58494  0.042
O1 -0.48372 -1.23182 -1.80856  -0.347
C1 -1.18234 0.63913 1.14194  -0.166
C2 0.86755 0.09792 -0.26203  -0.244
H3 1.14911 1.04712 -0.15264  0.071
H4 -2.23267 2.47476 0.87996  -0.021
H5 -0.46475 -1.30391 0.85657  0.096
C3 -0.40380 -0.36191 0.46844  -0.278
C4 -1.64317 1.74187 0.49020  -0.019
H6 -1.31415 0.33365 2.17872  0.081
H7 2.02463 -1.48088 0.46801  0.021
H8 2.55965 -0.72898 -1.08345  0.055
C5 1.78818 -1.08599 -0.43403  -0.092
N1 -0.38274 -0.17876 -1.04421  -0.254

Properties
SMILES string: C=C[C@@H]1[C@@H](C)N1[O-]
Charge: -1
E_LUMO (eV): 4.34
E_HOMO (Ha): -0.0569
HOMO-LUMO gap (hartree): 0.216



Record 9
A gas-phase ion, C5H8NO (charge -1) in a non-equilibrium geometry, computed with wB97M-V/def2-TZVPD.

Each line ends with the Löwdin charge.
Atoms and positions in Å:
H1 -0.33316 -1.22433 1.75158  0.034
N1 -1.34784 0.62436 -0.77586  -0.203
C1 2.26417 1.34121 0.49918  -0.013
H2 1.28241 -0.86294 -1.52948  0.052
C2 0.29924 -1.14226 -1.12005  -0.088
H3 -0.45094 0.60990 1.76145  0.071
C3 1.22961 0.78845 0.22498  -0.093
H4 3.20304 1.73036 0.86489  -0.014
H5 -0.44642 -1.36801 -1.94025  0.074
C4 -0.81821 -0.37195 1.34395  -0.070
H6 -1.08556 1.03125 -1.59824  0.051
O1 -2.04512 1.59525 0.03146  -0.424
H7 -1.90549 -0.56299 1.25684  0.072
H8 0.46654 -2.10896 -0.61983  0.057
C5 -0.31228 -0.07934 -0.15061  -0.504

Properties
SMILES string: C#CC(C)(C)N[O-]
Charge: -1
E_LUMO (eV): 4.06
E_HOMO (Ha): -0.0711
HOMO-LUMO gap (hartree): 0.220



Record 10
2 unconnected molecules or ions with the total composition C5H8NO in a non-equilibrium geometry, computed with wB97M-V/def2-TZVPD.

Each line ends with the Löwdin charge.
Atoms and positions in Å:
H1 4.72399 -1.65438 0.41220  0.068
C1 -1.74810 1.30102 0.19921  -0.232
H2 -3.85368 1.02286 -0.02362  0.031
H3 4.70484 0.17945 0.42951  0.132
H4 -3.18968 2.68945 -0.03002  0.082
O1 3.52645 1.74111 0.03207  -0.317
H5 0.45854 1.22352 -0.08128  0.004
C2 -3.12876 1.65210 0.34441  -0.144
H6 -3.38083 1.86714 1.43199  0.094
C3 3.72643 -1.78438 -0.27194  -0.242
C4 3.04165 -0.48718 -0.50005  -0.255
N1 3.67669 0.46376 0.08589  -0.366
H7 3.13249 -2.43985 0.34468  0.023
H8 4.20396 -2.35596 -1.01549  0.008
C5 -0.57032 1.22003 0.13954  0.113

Properties
Charge: -1
E_LUMO (eV): 3.29
E_HOMO (Ha): -0.1015
HOMO-LUMO gap (hartree): 0.222



Record 11
2 unconnected molecules or ions with the total composition C5H8NO2 in a non-equilibrium geometry, computed with wB97M-V/def2-TZVPD.

Each line ends with the Löwdin charge.
Atoms and positions in Å:
C1 2.18150 -0.24613 0.45131  -0.231
N1 -0.70230 1.72251 0.32555  0.224
H1 0.16092 1.47961 0.81810  0.087
H2 3.34932 -1.43686 -1.06529  0.097
O1 1.47937 0.43380 1.09284  0.109
C2 3.19446 -0.78413 -0.17408  0.047
H3 -2.52370 -0.37059 -2.01884  0.112
H4 -1.75808 -1.71001 1.91865  0.219
C3 -1.63827 -0.76854 0.08809  -0.255
C4 -1.57478 -0.44515 -1.41183  0.022
H5 -0.45559 2.36606 -0.53988  0.230
H6 4.14275 -0.42048 0.25453  0.098
O2 -2.09487 -1.70736 0.90930  0.099
H7 -1.33944 2.37365 0.82087  0.179
C5 -1.30025 0.44077 -0.19560  -0.134
H8 -0.72287 -0.55646 -2.11450  0.097

Properties
Charge: +1
E_LUMO (eV): -3.67
E_HOMO (Ha): -0.4872
HOMO-LUMO gap (hartree): 0.352



Record 12
A single C5H8NO2P molecule in a non-equilibrium geometry, computed with wB97M-V/def2-TZVPD.

Each line ends with the Löwdin charge.
Atoms and positions in Å:
O1 -1.58813 1.53291 0.96746  -0.038
C1 -1.85320 0.65717 -0.13629  -0.204
H1 -0.62729 1.48817 0.94668  0.069
H2 -2.87099 0.56788 -0.43390  0.112
O2 2.45694 1.37030 -0.38270  -0.408
C2 0.90157 -0.54138 -0.76835  -0.125
H3 -0.17301 -0.58641 2.27980  0.002
C3 0.63008 -0.75229 1.62044  0.048
N1 0.17190 -0.70053 0.40855  -0.232
C4 2.09414 0.13196 -0.95719  -0.619
H4 2.50253 0.03284 -2.02253  0.131
H5 0.51762 -1.00078 -1.59467  0.090
P1 3.36991 0.17545 0.35575  0.972
H6 -1.37247 -1.51646 -0.49971  0.093
C5 -1.29025 -0.73756 0.13828  -0.115
H7 -1.33157 1.02442 -1.01270  0.114
H8 -1.53776 -1.14568 1.09108  0.109

Properties
E_LUMO (spin up / spin down) (eV): -0.30 / -0.92
E_HOMO (spin up / spin down) (Ha): -0.2829 / -0.2668
HOMO-LUMO gap (spin up / spin down) (hartree): 0.272 / 0.233



Record 13
2 unconnected molecules or ions with the total composition C5H8NOS in a non-equilibrium geometry, computed with wB97M-V/def2-TZVPD.

Each line ends with the Löwdin charge.
Atoms and positions in Å:
H1 -2.68105 -1.46735 -1.80252  0.073
H2 0.37000 1.90075 1.12623  0.186
C1 -1.62421 -0.54676 -0.25393  -0.125
C2 -1.05608 0.76642 0.08967  -0.346
C3 -0.20922 0.94627 1.11830  -0.069
H3 -1.50417 2.79999 -0.67351  0.111
C4 -2.33372 -0.55249 -1.41625  -0.315
H4 2.24845 -0.51959 -1.24069  0.102
H5 2.21389 -0.60192 0.55459  0.075
N1 1.62081 -0.56472 -0.33529  0.023
H6 -0.78600 -0.50968 2.13502  0.141
H7 -1.37911 -1.60978 0.20091  0.169
C5 -1.54252 1.70997 -0.77185  -0.295
S1 -2.52271 1.09870 -2.03368  1.112
O1 -0.13886 0.20473 2.18264  0.183
H8 1.35636 -1.47610 -0.51043  -0.025

Properties
Charge: +1
E_LUMO (eV): -5.53
E_HOMO (Ha): -0.5133
HOMO-LUMO gap (hartree): 0.310



Record 14
A single C5H8NP molecule in a non-equilibrium geometry, computed with wB97M-V/def2-TZVPD.

Each line ends with the Löwdin charge.
Atoms and positions in Å:
H1 0.62132 1.16037 -0.86957  0.064
H2 3.06576 0.84211 -0.12388  0.084
H3 1.75695 0.78464 1.37846  0.104
C1 1.09525 0.15993 -0.66558  -0.547
C2 2.21627 0.27024 0.39365  -0.213
H4 1.54066 -0.12553 -1.65124  0.066
P1 -0.29768 -0.99665 -0.14035  0.971
H5 -2.88384 -1.45923 0.62150  0.109
C3 -2.86101 -0.32847 0.52244  -0.314
H6 -1.59143 1.09056 -0.38094  0.024
C4 -1.59430 0.10431 -0.12510  -0.451
C5 -3.90499 0.12149 -0.36559  -0.286
H7 2.47738 -0.77463 0.73928  0.057
H8 -2.99164 0.03078 1.68340  0.175
N1 -4.77200 0.45507 -1.00279  0.156

Properties
SMILES string: CC/P=C/CC#N
E_LUMO (eV): -0.23
E_HOMO (Ha): -0.3518
HOMO-LUMO gap (hartree): 0.343



Record 15
A molecular structure, C5H8NS in a non-equilibrium geometry, computed with wB97M-V/def2-TZVPD.

Each line ends with the Löwdin charge.
Atoms and positions in Å:
C1 0.31355 -2.26385 -0.05457  0.007
H1 1.28602 -2.03869 0.58976  0.153
C2 -0.59602 -1.09223 -0.12780  -0.482
C3 -1.38988 2.19649 -0.00190  0.137
C4 -1.28396 0.89791 -0.00716  -0.460
H2 -0.51558 2.83346 0.01187  0.098
H3 1.70376 1.19203 -0.72378  0.135
H4 -2.16748 2.87273 -0.11854  0.072
C5 1.21910 0.59432 0.05949  -0.001
N1 -0.10861 0.13596 0.13273  -0.174
H5 -0.14611 -3.20479 0.18662  0.097
H6 0.81194 -2.37899 -0.94713  0.073
S1 -2.21700 -0.65375 -0.21683  1.169
H7 1.31879 1.16157 0.98485  0.125
H8 1.77148 -0.25215 0.23239  0.051

Properties
Charge: +1
E_LUMO (spin up / spin down) (eV): -5.01 / -5.01
E_HOMO (spin up / spin down) (Ha): -0.5392 / -0.5392
HOMO-LUMO gap (spin up / spin down) (hartree): 0.355 / 0.355